Molecular formula: C20H33NO3
Method: DFT, ωB97M-V/def2-TZVPD

Geometry (Å):
C1 0.472 2.906 0.596
H1 0.625 2.447 -0.377
H2 0.705 3.965 0.518
H3 -0.575 2.810 0.872
C2 1.336 2.200 1.640
N1 2.674 1.913 1.137
C3 3.370 0.873 1.885
H4 4.160 1.309 2.511
C4 3.990 -0.203 0.967
O1 3.233 -1.395 0.919
C5 2.013 -1.272 0.221
C6 1.043 -2.313 0.784
H5 0.952 -2.165 1.865
H6 1.403 -3.322 0.578
O2 -0.236 -2.214 0.173
C7 -1.056 -1.266 0.640
O3 -0.777 -0.532 1.552
C8 -2.370 -1.253 -0.140
C9 -1.998 -0.990 -1.591
C10 -2.545 -1.684 -2.661
C11 -2.181 -1.375 -3.962
C12 -1.262 -0.373 -4.216
C13 -0.710 0.325 -3.156
C14 -1.078 0.020 -1.859
H7 -0.643 0.573 -1.040
H8 0.010 1.110 -3.339
H9 -0.979 -0.138 -5.231
H10 -2.620 -1.925 -4.782
H11 -3.263 -2.471 -2.498
C15 -3.036 -2.626 0.065
C16 -3.267 -2.975 1.532
H12 -3.986 -2.301 1.990
H13 -2.339 -2.922 2.098
H14 -3.656 -3.988 1.611
H15 -3.995 -2.645 -0.454
H16 -2.388 -3.382 -0.383
C17 -3.230 -0.085 0.379
C18 -4.580 0.036 -0.315
H17 -5.225 -0.806 -0.081
H18 -5.082 0.944 0.013
H19 -4.452 0.087 -1.395
H20 -3.370 -0.198 1.455
H21 -2.668 0.838 0.227
H22 2.165 -1.444 -0.856
H23 1.589 -0.273 0.356
H24 4.118 0.202 -0.043
H25 4.961 -0.518 1.355
H26 2.674 0.362 2.556
C19 3.473 3.121 1.006
C20 4.709 2.924 0.137
H27 5.213 3.878 0.003
H28 4.422 2.543 -0.839
H29 5.408 2.227 0.592
H30 2.848 3.883 0.539
H31 3.782 3.502 1.998
H32 0.854 1.250 1.882
H33 1.368 2.805 2.563

E_tot in eV: -28908.08497
Strongest force on any atom in eV/Å: 0.76
Net charge: 0
HOMO-LUMO gap in Ha: 0.33917
Relative energy (zero: lowest compared OMol25 entry of this formula, charge and spin) in kcal/mol: 5.1
HOMO energy in Ha: -0.308

For reference, the Löwdin charges in units of e are: atom 1 (C): -0.082, atom 2 (H): 0.065, atom 3 (H): 0.061, atom 4 (H): 0.069, atom 5 (C): -0.254, atom 6 (N): -0.199, atom 7 (C): -0.160, atom 8 (H): 0.119, atom 9 (C): -0.189, atom 10 (O): -0.139, atom 11 (C): -0.180, atom 12 (C): -0.111, atom 13 (H): 0.135, atom 14 (H): 0.136, atom 15 (O): 0.023, atom 16 (C): -0.475, atom 17 (O): 0.124, atom 18 (C): -0.331, atom 19 (C): -0.167, atom 20 (C): -0.027, atom 21 (C): -0.076, atom 22 (C): -0.090, atom 23 (C): -0.068, atom 24 (C): -0.023, atom 25 (H): 0.101, atom 26 (H): 0.104, atom 27 (H): 0.100, atom 28 (H): 0.102, atom 29 (H): 0.108, atom 30 (C): -0.183, atom 31 (C): -0.066, atom 32 (H): 0.075, atom 33 (H): 0.079, atom 34 (H): 0.078, atom 35 (H): 0.106, atom 36 (H): 0.122, atom 37 (C): -0.173, atom 38 (C): -0.072, atom 39 (H): 0.070, atom 40 (H): 0.075, atom 41 (H): 0.076, atom 42 (H): 0.114, atom 43 (H): 0.113, atom 44 (H): 0.140, atom 45 (H): 0.105, atom 46 (H): 0.115, atom 47 (H): 0.122, atom 48 (H): 0.128, atom 49 (C): -0.261, atom 50 (C): -0.085, atom 51 (H): 0.071, atom 52 (H): 0.075, atom 53 (H): 0.064, atom 54 (H): 0.103, atom 55 (H): 0.121, atom 56 (H): 0.086, atom 57 (H): 0.123